An isolated molecule of C3H4O3 in a non-equilibrium geometry. Source: the Open Molecules 2025 dataset; level of theory: ωB97M-V/def2-TZVPD.

Cartesian coordinates (Å):
O (1.8285, -0.4208, 1.0475)
C (0.7083, -0.5485, 0.6380)
C (0.1482, 0.1614, -0.5830)
O (0.0524, -0.7819, -1.6305)
C (-0.9951, 0.9947, 0.2501)
O (-0.7097, 0.9676, 1.4286)
H (-0.0293, -1.2813, 1.0482)
H (0.8505, 0.9162, -0.9554)
H (-0.0068, -1.6861, -1.2785)
H (-1.8470, 1.6786, 0.0349)

Forces on atoms 1 to 3 (eV/Å):
-0.3 -0.3 -0.1
0.8 -0.2 0.1
-0.1 0.5 0.5

Results
Relative energy (zero: lowest compared OMol25 entry of this formula, charge and spin) = 64.99 kcal/mol
F_max = 1.32 eV Å⁻¹
Frontier orbital gap = 9.921 eV
SMILES = O=CC(O)C=O
HOMO energy = -0.3585 Eh

These are the Löwdin partial charges, in e, on atoms 1 to 6: 0.09, -0.29, -0.26, -0.01, -0.10, 0.04